Entry 1:
The following is a quantum chemistry calculation of a molecular structure, C40H40F40N4O7S at a distorted geometry, from the Open Molecules 2025 dataset.

Positions of all 132 atoms, in Å:
C1 5.583 -3.208 -4.965
C2 6.222 -2.373 -4.333
C3 6.751 -1.476 -3.169
C4 6.032 -0.211 -2.847
O1 4.891 0.200 -3.562
C5 3.748 0.313 -2.639
C6 2.432 -0.358 -3.220
N1 1.317 -0.453 -2.242
C7 1.656 -1.314 -1.075
C8 0.642 -2.527 -0.845
C9 1.308 -3.425 0.316
O2 0.675 -3.353 -2.043
C10 6.583 0.616 -1.651
C11 7.765 0.128 -0.889
N2 8.185 0.960 0.245
C12 7.093 0.945 1.291
C13 6.378 2.369 1.455
C14 8.504 -1.178 -1.243
N3 9.618 -1.742 -0.569
S1 9.879 -3.158 -1.455
N4 8.710 -3.184 -2.659
C15 7.970 -1.994 -2.425
H1 4.937 -4.008 -5.422
H2 3.640 1.412 -2.387
H3 4.070 -0.257 -1.704
H4 2.716 -1.356 -3.668
H5 2.069 0.293 -4.085
H6 1.177 0.509 -1.893
H7 1.724 -0.634 -0.162
H8 2.692 -1.797 -1.163
H9 -0.396 -2.206 -0.549
H10 2.419 -3.577 0.089
H11 1.281 -2.850 1.298
H12 0.837 -4.445 0.404
H13 1.635 -3.464 -2.222
H14 6.015 1.561 -1.388
H15 9.036 0.561 0.669
H16 7.513 0.614 2.300
H17 6.286 0.178 1.047
H18 5.275 2.357 1.210
H19 6.484 2.716 2.533
H20 6.884 3.134 0.775
C16 -5.451 -0.592 0.922
C17 -4.097 0.109 1.149
C18 -2.876 -0.606 0.575
F1 -2.688 -1.825 1.123
F2 -1.745 0.105 0.833
F3 -3.941 0.353 2.472
F4 -4.179 1.333 0.549
O3 -5.961 -1.369 2.008
C19 -5.521 -2.699 2.110
C20 -4.740 -2.957 3.401
F5 -3.643 -2.176 3.483
F6 -4.311 -4.243 3.453
F7 -4.831 -3.039 1.006
F8 -6.638 -3.463 2.104
H21 -6.187 0.208 0.802
H22 -5.484 -1.140 -0.022
H23 -2.956 -0.719 -0.508
H24 -5.360 -2.762 4.279
C21 -3.081 -7.314 3.967
C22 -1.858 -8.063 3.402
C23 -2.136 -9.445 2.813
F9 -2.626 -10.305 3.728
F10 -0.987 -9.998 2.348
F11 -0.899 -8.126 4.355
F12 -1.344 -7.285 2.404
O4 -3.272 -7.380 5.383
C24 -3.970 -8.488 5.890
C25 -3.108 -9.346 6.818
F13 -2.021 -9.829 6.179
F14 -3.807 -10.416 7.267
F15 -4.508 -9.193 4.876
F16 -5.013 -7.983 6.589
H25 -2.902 -6.254 3.774
H26 -3.999 -7.541 3.420
H27 -2.839 -9.384 1.977
H28 -2.766 -8.766 7.679
C26 -1.164 0.566 -5.690
C27 -1.607 0.426 -4.221
C28 -1.487 -0.974 -3.621
F17 -2.259 -1.875 -4.263
F18 -1.901 -0.972 -2.324
F19 -2.869 0.905 -4.091
F20 -0.813 1.262 -3.487
O5 -2.198 0.547 -6.677
C29 -2.627 -0.708 -7.140
C30 -4.098 -0.977 -6.816
F21 -4.325 -0.954 -5.484
F22 -4.468 -2.204 -7.255
F23 -1.805 -1.670 -6.680
F24 -2.462 -0.686 -8.483
H29 -0.732 1.565 -5.780
H30 -0.346 -0.112 -5.944
H31 -0.453 -1.325 -3.635
H32 -4.743 -0.230 -7.284
C31 0.084 5.000 2.887
C32 1.243 5.137 3.894
C33 2.543 5.717 3.340
F25 3.074 4.952 2.365
F26 3.480 5.790 4.319
F27 1.460 3.937 4.485
F28 0.809 5.969 4.885
O6 -0.114 3.705 2.311
C34 0.645 3.382 1.178
C35 1.583 2.198 1.422
F29 2.459 2.454 2.415
F30 2.317 1.930 0.311
F31 1.290 4.476 0.730
F32 -0.247 3.052 0.213
H33 -0.831 5.180 3.453
H34 0.097 5.785 2.129
H35 2.391 6.727 2.950
H36 1.019 1.301 1.692
C36 -2.429 6.734 -0.304
C37 -2.470 7.377 1.096
C38 -3.793 8.037 1.484
F33 -4.117 9.057 0.667
F34 -3.707 8.560 2.734
F35 -1.438 8.246 1.216
F36 -2.226 6.379 1.998
O7 -1.828 7.504 -1.347
C39 -2.645 8.428 -2.020
C40 -2.169 9.871 -1.835
F37 -2.167 10.228 -0.533
F38 -2.994 10.732 -2.477
F39 -3.930 8.251 -1.658
F40 -2.577 8.100 -3.330
H37 -1.779 5.859 -0.214
H38 -3.397 6.327 -0.604
H39 -4.612 7.312 1.482
H40 -1.157 10.000 -2.225

Computed properties:
ΔE to the lowest compared entry with this formula, charge and spin, kcal/mol: 101.5
F_max, hartree/bohr: 0.092
HOMO-LUMO gap, Eh: 0.25830
E_LUMO, Ha: -0.0424
Calculated total energy, Ha: -6686.508654
Net charge: 0

Entry 2:
The following is a quantum chemistry calculation of C3H5NO3 in the gas phase, from the Open Molecules 2025 dataset.

Positions of all 12 atoms, in Å:
N1 -0.675 -1.400 0.436
C1 -0.905 -0.087 0.720
O1 -1.997 0.368 0.986
C2 0.347 0.790 0.700
O2 1.296 0.331 -0.270
C3 0.847 0.412 -1.536
O3 -0.209 0.874 -1.871
H1 -1.462 -2.027 0.435
H2 0.251 -1.790 0.445
H3 0.045 1.822 0.505
H4 0.867 0.729 1.659
H5 1.596 -0.022 -2.210

Computed properties:
ΔE to the lowest compared entry with this formula, charge and spin, kcal/mol: 16.6
F_max, hartree/bohr: 0.012
HOMO-LUMO gap, Eh: 0.39587
E_LUMO, Ha: 0.0253
Calculated total energy, Ha: -397.810196
Net charge: 0

Entry 3:
The following is a quantum chemistry calculation of a molecular structure, C33H47BaClGeN7O4S at a distorted geometry, from the Open Molecules 2025 dataset.

Positions of all 95 atoms, in Å:
Ba1 -0.659 0.720 -0.390
O1 -2.189 3.289 2.942
Cl1 -2.036 2.126 2.171
O2 -2.622 0.996 2.752
O3 -0.477 1.860 1.973
O4 -2.463 2.310 0.760
C1 -5.106 -5.668 -1.141
C2 -5.522 -4.655 -2.168
C3 -6.573 -4.903 -3.042
C4 -6.961 -3.973 -3.995
C5 -6.305 -2.755 -4.070
C6 -5.266 -2.475 -3.196
C7 -4.863 -3.424 -2.260
N1 -3.811 -3.165 -1.348
C8 -2.752 -2.299 -1.548
N2 -2.273 -2.323 -2.814
C9 -1.304 -1.498 -3.444
C10 -0.482 -0.661 -2.683
C11 0.444 0.056 -3.421
C12 0.570 -0.028 -4.803
C13 -0.271 -0.880 -5.499
C14 -1.222 -1.628 -4.842
C15 -2.127 -2.552 -5.614
N3 -2.214 -1.627 -0.563
C16 -2.891 -1.684 0.681
C17 -4.176 -1.164 0.849
C18 -4.802 -1.225 2.083
C19 -4.142 -1.789 3.164
C20 -2.855 -2.280 3.005
C21 -2.209 -2.236 1.773
C22 -0.813 -2.772 1.606
H1 -5.620 -6.613 -1.302
H2 -5.345 -5.335 -0.126
H3 -4.030 -5.847 -1.178
H4 -7.089 -5.853 -2.979
H5 -7.775 -4.198 -4.670
H6 -6.608 -2.014 -4.797
H7 -4.768 -1.514 -3.236
H8 -4.014 -3.361 -0.382
H9 -2.758 -2.968 -3.416
H10 1.153 0.707 -2.896
H11 1.319 0.546 -5.335
H12 -0.189 -0.966 -6.576
H13 -1.937 -2.469 -6.682
H14 -3.183 -2.323 -5.449
H15 -1.971 -3.600 -5.338
H16 -4.681 -0.723 -0.003
H17 -5.801 -0.826 2.200
H18 -4.624 -1.840 4.131
H19 -2.339 -2.714 3.853
H20 -0.473 -3.249 2.524
H21 -0.098 -1.974 1.370
H22 -0.752 -3.490 0.786
C23 2.237 -5.325 -0.819
C24 2.706 -4.000 -0.359
N4 3.765 -3.757 0.354
N5 3.757 -2.407 0.520
C25 2.731 -1.804 -0.082
S1 2.377 -0.155 -0.122
N6 2.053 -2.824 -0.655
N7 0.850 -2.759 -1.375
H23 2.828 -6.095 -0.332
H24 2.351 -5.424 -1.900
H25 1.183 -5.453 -0.579
H26 4.473 -1.949 1.057
H27 0.451 -1.817 -1.288
H28 1.077 -2.844 -2.362
C26 0.054 8.817 0.065
C27 -0.753 7.611 0.525
C28 0.085 6.334 0.563
C29 -0.724 5.154 1.121
Ge1 0.368 3.588 0.842
C30 2.140 3.265 1.558
C31 2.195 2.872 3.037
C32 1.418 3.793 3.972
C33 1.950 5.220 4.012
H29 -0.565 9.713 0.038
H30 0.458 8.661 -0.937
H31 0.890 9.009 0.739
H32 -1.607 7.453 -0.140
H33 -1.164 7.790 1.522
H34 0.973 6.508 1.175
H35 0.441 6.123 -0.454
H36 -1.650 5.020 0.560
H37 -0.959 5.280 2.174
H38 0.268 3.102 -0.657
H39 2.667 4.209 1.375
H40 2.613 2.514 0.924
H41 3.248 2.864 3.330
H42 1.834 1.847 3.142
H43 1.447 3.367 4.976
H44 0.355 3.796 3.695
H45 2.992 5.238 4.334
H46 1.375 5.834 4.706
H47 1.903 5.706 3.035

Computed properties:
ΔE to the lowest compared entry with this formula, charge and spin, kcal/mol: 9.8
F_max, hartree/bohr: 0.060
HOMO-LUMO gap, Eh: 0.24790
E_LUMO, Ha: -0.1097
Calculated total energy, Ha: -4930.281042
Net charge: +1

Entry 4:
The following is a quantum chemistry calculation of 6 unconnected molecules or ions with the total composition C6H24 at a distorted geometry, from the Open Molecules 2025 dataset.

Positions of all 30 atoms, in Å:
C1 -0.977 -1.107 3.267
H1 -0.816 -0.920 2.208
H2 -2.054 -0.981 3.425
H3 -0.893 -2.149 3.571
H4 -0.360 -0.404 3.809
C2 0.644 -4.848 1.259
H5 0.085 -4.041 1.727
H6 1.030 -5.556 1.981
H7 0.067 -5.320 0.464
H8 1.415 -4.362 0.656
C3 2.251 0.161 3.366
H9 1.459 0.900 3.338
H10 2.713 0.161 2.376
H11 3.066 0.494 4.012
H12 1.999 -0.836 3.704
C4 -3.052 5.472 0.365
H13 -3.359 5.867 1.326
H14 -3.363 4.436 0.184
H15 -3.533 5.937 -0.492
H16 -1.967 5.500 0.327
C5 2.022 1.494 -3.394
H17 1.693 1.867 -2.416
H18 3.077 1.710 -3.409
H19 1.794 0.434 -3.338
H20 1.423 2.080 -4.082
C6 -0.874 -1.233 -4.819
H21 -0.098 -0.472 -4.891
H22 -0.502 -2.247 -4.743
H23 -1.511 -0.929 -4.000
H24 -1.380 -1.108 -5.782

Computed properties:
ΔE to the lowest compared entry with this formula, charge and spin, kcal/mol: 12.0
F_max, hartree/bohr: 0.036
HOMO-LUMO gap, Eh: 0.48916
E_LUMO, Ha: 0.0235
Calculated total energy, Ha: -242.926161
Net charge: 0

Entry 5:
The following is a quantum chemistry calculation of 3 unconnected molecules or ions with the total composition C3H11NO at a distorted geometry, from the Open Molecules 2025 dataset.

Positions of all 16 atoms, in Å:
C1 -0.827 -0.171 -1.107
C2 0.586 0.247 -0.735
C3 1.189 -0.918 0.040
N1 -1.605 -0.068 0.117
H1 -0.270 1.988 -0.088
H2 -0.795 -1.217 -1.536
H3 0.414 1.172 -0.022
H4 1.236 0.686 -1.530
H5 1.107 -1.752 -0.555
H6 0.695 -1.097 0.996
H7 2.349 -0.793 0.392
H8 -1.998 -1.007 0.343
H9 -1.284 0.471 -1.899
H10 0.074 1.128 2.845
H11 -0.967 0.372 0.813
O1 0.096 0.960 1.926

Computed properties:
ΔE to the lowest compared entry with this formula, charge and spin, kcal/mol: 166.7
F_max, hartree/bohr: 0.103
HOMO-LUMO gap, Eh: 0.23112
E_LUMO, Ha: -0.0873
Calculated total energy, Ha: -250.631052
Net charge: 0

Entry 6:
The following is a quantum chemistry calculation of C16H16F2N4O5 in the gas phase at a distorted geometry, from the Open Molecules 2025 dataset.

Positions of all 43 atoms, in Å:
C1 -6.214 0.397 -0.364
C2 -5.941 -0.837 0.371
O1 -4.630 -1.106 -0.016
C3 -3.374 -0.764 0.452
O2 -3.250 -0.022 1.399
C4 -2.278 -1.210 -0.337
N1 -2.181 -1.585 -1.637
N2 -1.035 -2.032 -1.818
N3 -0.176 -1.971 -0.997
C5 1.188 -2.335 -0.965
C6 1.962 -1.091 -1.339
O3 2.757 -1.082 -2.117
N4 1.863 -0.026 -0.658
C7 2.716 1.166 -0.627
C8 3.176 1.777 0.490
C9 3.806 3.044 0.149
F1 4.510 3.382 1.391
C10 3.945 3.780 -0.982
C11 3.350 3.009 -2.092
C12 2.704 1.926 -1.801
F2 2.087 1.378 -2.921
C13 -0.917 -1.367 0.114
C14 -0.530 -1.080 1.764
O4 0.637 -0.883 1.790
O5 -1.436 -1.396 2.489
C15 -1.022 -1.230 3.919
C16 -1.437 0.307 4.266
H1 -7.187 0.659 0.068
H2 -5.266 1.105 -0.221
H3 -6.126 0.338 -1.436
H4 -5.877 -0.662 1.347
H5 -6.577 -1.575 0.184
H6 1.643 -2.734 0.094
H7 1.174 -2.886 -1.832
H8 1.662 -0.229 0.306
H9 3.123 1.368 1.364
H10 4.410 4.716 -1.105
H11 3.386 3.394 -3.218
H12 -0.097 -1.295 4.094
H13 -1.651 -1.907 4.374
H14 -1.366 0.497 5.219
H15 -2.539 0.542 3.571
H16 -0.612 0.827 3.582

Computed properties:
F_max, hartree/bohr: 0.257
HOMO-LUMO gap, Eh: 0.35087
E_LUMO, Ha: 0.0118
Calculated total energy, Ha: -1413.868231
Net charge: 0

Entry 7:
The following is a quantum chemistry calculation of 2 unconnected molecules or ions with the total composition C8H16IN4 at a distorted geometry, from the Open Molecules 2025 dataset.

Positions of all 29 atoms, in Å:
C1 4.062 0.887 -0.243
C2 3.543 -0.127 0.848
N1 4.426 -0.841 1.477
C3 2.049 -0.328 1.290
N2 1.077 -0.612 0.174
I1 1.907 -1.788 -1.363
C4 0.341 0.600 -0.352
N3 1.069 1.867 -0.177
H1 4.083 1.960 0.088
H2 3.455 0.824 -1.201
H3 5.112 0.589 -0.554
H4 5.365 -0.629 1.120
H5 1.664 0.502 1.961
H6 2.043 -1.251 1.952
H7 0.348 -1.223 0.578
H8 0.013 0.497 -1.425
H9 -0.618 0.676 0.261
H10 0.640 2.529 -0.830
H11 0.949 2.243 0.771
N4 -4.257 -1.765 -0.299
C5 -5.247 -0.846 -0.079
C6 -4.738 0.399 -0.349
C7 -3.391 0.225 -0.753
C8 -3.124 -1.122 -0.715
H12 -4.349 -2.759 -0.176
H13 -6.225 -1.157 0.252
H14 -5.275 1.331 -0.266
H15 -2.696 0.999 -1.041
H16 -2.227 -1.677 -0.948

Computed properties:
ΔE to the lowest compared entry with this formula, charge and spin, kcal/mol: 0.0
F_max, hartree/bohr: 0.058
HOMO-LUMO gap, Eh: 0.20496
E_LUMO, Ha: -0.2003
Calculated total energy, Ha: -830.819361
Net charge: +1

Entry 8:
The following is a quantum chemistry calculation of 2 unconnected molecules or ions with the total composition CH3FO4S at a distorted geometry, from the Open Molecules 2025 dataset.

Positions of all 10 atoms, in Å:
C1 0.717 1.396 1.048
O1 -1.705 -2.224 -1.865
O2 -0.055 -2.455 0.025
O3 -0.727 1.151 0.877
O4 -1.258 0.846 -0.287
F1 0.575 -1.179 -2.046
S1 -0.674 -1.772 -1.034
H1 1.193 0.530 0.676
H2 0.782 1.522 2.144
H3 1.151 2.184 0.463

Computed properties:
ΔE to the lowest compared entry with this formula, charge and spin, kcal/mol: 53.0
F_max, hartree/bohr: 0.082
HOMO-LUMO gap (alpha / beta), Eh: 0.34440 / 0.30966
E_LUMO (alpha / beta), Ha: -0.0418 / -0.0939
Calculated total energy, Ha: -838.690699
Net charge: 0

Entry 9:
The following is a quantum chemistry calculation of a molecular structure, C3H3LaO at a distorted geometry, from the Open Molecules 2025 dataset.

Positions of all 8 atoms, in Å:
C1 -1.347 0.597 -0.574
C2 -1.000 -0.413 -1.209
H1 -1.926 1.486 -0.364
H2 -1.088 -1.088 -2.049
C3 0.805 -0.123 0.378
O1 0.644 -0.017 1.654
La1 2.782 -1.214 2.372
H3 1.130 0.772 -0.208

Computed properties:
ΔE to the lowest compared entry with this formula, charge and spin, kcal/mol: 0.0
⟨S²⟩: 1.05
F_max, hartree/bohr: 0.070
HOMO-LUMO gap (alpha / beta), Eh: 0.19590 / 0.23120
E_LUMO (alpha / beta), Ha: -0.1839 / -0.1862
Calculated total energy, Ha: -222.400390
2S+1: 2
Net charge: +1

Entry 10:
The following is a quantum chemistry calculation of 2 unconnected molecules or ions with the total composition CH5NO2 at a distorted geometry, from the Open Molecules 2025 dataset.

Positions of all 9 atoms, in Å:
C1 0.284 0.748 -0.996
N1 -0.359 -0.892 0.854
O1 0.796 1.049 0.173
O2 -0.710 -0.865 -0.429
H1 -0.498 1.547 -1.436
H2 0.951 0.330 -1.644
H3 -1.016 -0.404 1.558
H4 -0.160 -1.865 1.002
H5 0.712 0.352 0.918

Computed properties:
ΔE to the lowest compared entry with this formula, charge and spin, kcal/mol: 39.7
⟨S²⟩: 2.01
F_max, hartree/bohr: 0.132
HOMO-LUMO gap (alpha / beta), Eh: 0.21474 / 0.29113
E_LUMO (alpha / beta), Ha: 0.0209 / -0.0669
Calculated total energy, Ha: -246.054121
2S+1: 3
Net charge: 0

Entry 11:
The following is a quantum chemistry calculation of a molecular structure, C22H35CuNO3P2 at a distorted geometry, from the Open Molecules 2025 dataset.

Positions of all 64 atoms, in Å:
Cu1 0.536 -0.037 -2.281
H1 3.512 -0.629 -3.838
H2 3.261 -1.347 -3.831
P1 1.114 2.224 -2.480
P2 -0.428 -2.168 -2.414
C1 -0.411 -3.202 -0.880
H3 -0.996 -4.131 -1.000
H4 0.634 -3.450 -0.628
H5 -0.829 -2.606 -0.052
C2 -2.218 -2.174 -2.869
H6 -2.330 -1.693 -3.854
H7 -2.626 -3.200 -2.899
H8 -2.773 -1.576 -2.128
C3 0.293 -3.328 -3.668
H9 1.335 -3.559 -3.390
H10 -0.284 -4.269 -3.728
H11 0.292 -2.834 -4.653
C4 -0.321 3.348 -2.778
H12 0.000 4.400 -2.874
H13 -0.834 3.022 -3.697
H14 -1.027 3.251 -1.936
C5 1.954 3.033 -1.045
H15 2.937 2.559 -0.891
H16 2.085 4.119 -1.199
H17 1.348 2.859 -0.140
C6 2.241 2.662 -3.885
H18 1.813 2.260 -4.819
H19 2.370 3.755 -3.978
H20 3.226 2.193 -3.721
C7 1.451 -0.344 -0.635
O1 2.046 -0.541 0.360
H21 -0.213 0.229 -3.834
C8 2.869 0.841 4.082
C9 2.063 -0.270 3.458
C10 2.732 -1.477 3.196
C11 2.060 -2.553 2.645
C12 0.719 -2.436 2.314
C13 0.000 -1.238 2.517
N1 -1.386 -1.270 2.129
C14 -2.338 -0.215 1.969
C15 -3.436 -0.241 2.836
C16 -4.451 0.698 2.734
C17 -4.411 1.667 1.731
C18 -3.352 1.692 0.814
C19 -2.304 0.763 0.912
C20 -1.161 0.861 -0.019
O2 -0.052 1.212 0.550
O3 -1.173 0.465 -1.303
C21 0.671 -0.136 3.142
C22 -0.080 1.120 3.548
H22 2.868 1.723 3.408
H23 2.447 1.113 5.071
H24 3.929 0.546 4.243
H25 3.782 -1.597 3.437
H26 2.584 -3.485 2.466
H27 0.234 -3.302 1.885
H28 -1.805 -2.214 2.100
H29 -3.487 -0.995 3.613
H30 -5.274 0.675 3.439
H31 -5.203 2.400 1.666
H32 -3.335 2.457 0.049
H33 -0.540 1.665 2.716
H34 -0.885 0.838 4.255
H35 0.553 1.866 4.061

Computed properties:
⟨S²⟩: 0.76
F_max, hartree/bohr: 0.127
HOMO-LUMO gap (alpha / beta), Eh: 0.27454 / 0.27234
E_LUMO (alpha / beta), Ha: 0.0274 / -0.0019
Calculated total energy, Ha: -3462.892749
2S+1: 2
Net charge: 0